1.
{"formula": "C19H22N2O5S2", "method": "ωB97M-V/def2-TZVPD", "smiles": "O=C(COC(=O)C1CCN(S(=O)(=O)c2cccs2)CC1)NCc1ccccc1", "gap_ev": 9.11, "homo_ev": -8.76, "elements": ["O", "C", "C", "O", "C", "O", "C", "C", "C", "N", "S", "O", "O", "C", "C", "C", "C", "S", "C", "C", "N", "C", "C", "C", "C", "C", "C", "C", "H", "H", "H", "H", "H", "H", "H", "H", "H", "H", "H", "H", "H", "H", "H", "H", "H", "H", "H", "H", "H", "H"], "xyz": [[-1.370537, 3.748774, 2.583307], [-0.587889, 2.893066, 2.223271], [0.923245, 3.125834, 2.386057], [1.799106, 2.312760, 1.608381], [1.872976, 2.577790, 0.298999], [1.137830, 3.336378, -0.273147], [3.095568, 1.926542, -0.343904], [3.014113, 2.045513, -1.867375], [1.861139, 1.199681, -2.417263], [1.685891, -0.038319, -1.676913], [0.278940, -0.246260, -0.815020], [0.565953, -0.391715, 0.589275], [-0.685976, 0.719945, -1.229420], [-0.248133, -1.830748, -1.386637], [-1.071685, -2.106525, -2.434099], [-1.291972, -3.491047, -2.589477], [-0.630709, -4.227283, -1.656493], [0.267535, -3.246800, -0.567673], [2.872157, -0.508474, -0.997488], [3.342742, 0.470162, 0.087885], [-0.929794, 1.695494, 1.745342], [-2.300290, 1.370082, 1.402645], [-2.471568, -0.115416, 1.275894], [-1.941865, -0.971469, 2.234304], [-2.072608, -2.341569, 2.102500], [-2.745318, -2.875080, 1.015688], [-3.284752, -2.029486, 0.061919], [-3.143060, -0.658528, 0.189045], [1.197127, 2.926214, 3.424979], [1.104195, 4.181858, 2.158970], [3.931274, 2.542618, 0.012186], [3.962737, 1.717885, -2.296277], [2.848964, 3.086055, -2.145421], [2.041136, 0.951679, -3.470031], [0.920437, 1.745934, -2.342465], [-1.501095, -1.337172, -3.047699], [-1.914854, -3.914519, -3.356151], [-0.620092, -5.293009, -1.543370], [3.646032, -0.655642, -1.755930], [2.635050, -1.476187, -0.552802], [4.406034, 0.307483, 0.269864], [2.803050, 0.271978, 1.012556], [-0.227270, 1.041465, 1.422096], [-2.567146, 1.855253, 0.456729], [-2.943243, 1.780833, 2.190508], [-1.418715, -0.557987, 3.083362], [-1.648856, -2.997086, 2.849250], [-2.848184, -3.945805, 0.912062], [-3.811175, -2.440250, -0.787818], [-3.550096, -0.002020, -0.565171]], "atomic_forces_ev_per_a": [[-0.10, 0.28, 0.07], [0.60, -0.12, 0.04], [-0.29, 0.60, 0.16], [0.03, -0.34, 0.23], [0.42, 0.21, -0.26], [-0.15, 0.04, 0.06], [-0.05, 0.09, -0.08], [-0.13, -0.02, 0.22], [-0.18, 0.50, -0.54], [-0.90, 0.10, 0.67], [0.00, -0.84, -0.89], [0.39, -0.26, -0.17], [0.03, 0.19, -0.32], [0.23, 0.10, 0.49], [0.16, 0.31, 0.08], [0.04, -0.04, 0.05], [0.33, 0.24, 0.29], [-0.30, -0.16, -0.33], [0.35, -0.28, 0.43], [0.03, -0.10, 0.02], [-0.09, -0.40, -0.16], [-0.14, 0.34, 0.09], [-0.12, -0.10, 0.00], [-0.13, -0.05, 0.01], [-0.01, 0.01, 0.11], [-0.10, -0.07, -0.05], [-0.11, -0.13, 0.01], [-0.02, 0.07, 0.17], [-0.06, 0.04, -0.14], [-0.08, -0.19, 0.06], [-0.13, -0.05, 0.01], [0.03, 0.04, 0.01], [0.06, -0.05, -0.08], [-0.04, 0.08, 0.09], [0.19, 0.10, -0.17], [-0.13, 0.17, -0.14], [-0.11, -0.10, -0.11], [0.00, -0.24, 0.02], [-0.09, -0.07, 0.03], [0.28, -0.06, -0.06], [0.00, 0.01, 0.02], [0.18, -0.03, -0.04], [0.02, 0.28, 0.16], [-0.07, -0.03, 0.13], [0.03, -0.06, -0.18], [0.10, 0.05, 0.09], [0.04, -0.05, 0.07], [-0.01, -0.08, -0.01], [-0.04, -0.03, -0.07], [-0.01, 0.10, -0.11]]}

=====

2.
{"formula": "C19H22N2SV", "method": "ωB97M-V/def2-TZVPD", "s_squared": 0.793, "gap_ev": [6.32, 6.55], "homo_ev": [-14.91, -14.90], "multiplicity": 2, "charge": 2, "elements": ["C", "C", "H", "H", "H", "H", "H", "H", "C", "C", "C", "C", "H", "H", "H", "H", "N", "C", "C", "N", "C", "C", "C", "H", "H", "C", "H", "H", "V", "C", "H", "H", "H", "S", "C", "C", "C", "C", "C", "C", "H", "H", "H", "H", "H"], "xyz": [[-4.371099, 0.467781, 0.001419], [-4.365950, 1.758821, -0.832969], [-4.440350, -0.414137, -0.645231], [-5.265680, 0.450289, 0.635453], [-3.506971, 0.368427, 0.657863], [-3.537820, 1.819525, -1.535115], [-5.288999, 1.822063, -1.417667], [-4.348708, 2.641789, -0.188696], [0.822954, -2.227974, -0.207291], [1.544957, -3.377837, -0.497260], [2.661695, -3.316767, -1.342348], [3.019029, -2.094510, -1.904404], [-0.029049, -2.202459, 0.472980], [1.239560, -4.322702, -0.048793], [3.249836, -4.206351, -1.557987], [3.895921, -1.963330, -2.542629], [1.158445, -1.032750, -0.781384], [2.248619, -0.962651, -1.629993], [2.529262, 0.375706, -2.097320], [1.717712, 1.332086, -1.519592], [1.881452, 2.645183, -1.854419], [3.688826, 2.066521, -3.359560], [2.853934, 3.032278, -2.772026], [1.204352, 3.341333, -1.360940], [2.959988, 4.085759, -3.024852], [3.537147, 0.733532, -2.999851], [4.168635, -0.061219, -3.393859], [4.444784, 2.356526, -4.088625], [0.404887, 0.673327, -0.232753], [-1.386910, 1.102945, -0.774497], [-1.580026, 0.964352, -1.845142], [-1.660515, 2.097126, -0.402533], [-1.821620, 0.296653, -0.161851], [1.045328, 1.195037, 1.807370], [0.103602, 0.121885, 2.838719], [0.642826, -1.095559, 3.290458], [-0.140144, -1.950854, 4.065140], [-1.449464, -1.589090, 4.408742], [-1.971231, -0.354705, 3.995016], [-1.192395, 0.511414, 3.228916], [1.666167, -1.351310, 3.015651], [0.271123, -2.900864, 4.406519], [-2.061722, -2.261312, 5.008790], [-2.979967, -0.058598, 4.278382], [-1.562411, 1.484628, 2.908161]], "atomic_forces_ev_per_a": [[-0.62, 0.14, -0.29], [-0.46, -0.13, 0.25], [0.14, 0.08, 0.12], [0.24, -0.01, -0.06], [-0.09, 0.01, 0.11], [-0.14, 0.01, -0.04], [0.16, -0.02, 0.06], [0.09, -0.03, -0.06], [0.54, 0.61, -0.81], [-0.02, -0.15, 0.08], [-0.38, 0.24, 0.16], [-0.20, 0.83, -0.10], [0.21, -0.17, -0.13], [0.11, 0.27, -0.10], [-0.16, 0.15, 0.09], [-0.32, -0.37, 0.24], [0.99, -1.78, -0.35], [-0.60, -1.55, 1.04], [0.18, 1.82, -0.21], [1.09, 0.65, -1.18], [0.36, -0.81, -0.16], [-0.39, 0.35, 0.32], [-0.04, -0.07, 0.00], [0.25, -0.01, -0.18], [-0.05, -0.27, 0.06], [-0.63, -0.63, 0.54], [-0.09, 0.41, -0.09], [-0.17, -0.03, 0.23], [-0.13, 0.35, 1.33], [0.52, 0.07, -0.22], [0.00, 0.00, 0.25], [-0.10, -0.22, -0.01], [-0.26, 0.07, -0.06], [0.58, 0.39, -0.48], [-0.99, -0.50, 0.31], [-0.08, 0.07, -0.28], [-0.08, 0.20, -0.01], [0.10, 0.30, -0.21], [0.26, -0.08, 0.06], [0.12, -0.26, -0.25], [-0.23, -0.04, 0.13], [-0.09, 0.28, -0.07], [0.17, 0.17, -0.15], [0.25, -0.09, -0.04], [-0.05, -0.24, 0.14]]}